No. 1
{
  "formula": "C5H10NO",
  "method": "the ωB97M-V functional and the def2-TZVPD basis",
  "gap_ev": 5.734,
  "e_above_lowest_ev": 0.658,
  "charge": -1,
  "smiles": "N/C=C/CCC[O-]",
  "fmax_ev_per_a": 1.92,
  "homo_energy_ev": -2.10,
  "total_energy_ha": -326.46112,
  "mol_weight_g_mol": 100.14,
  "elements": ["H", "C", "H", "H", "N", "H", "C", "H", "H", "O", "H", "C", "C", "H", "C", "H", "H"],
  "xyz": [[2.05950, 2.87524, 1.21292], [0.99567, 1.57876, 0.15559], [2.71302, 2.65137, -0.27191], [1.28599, 0.93163, -1.82775], [1.84010, 2.72272, 0.23765], [0.02517, -0.97484, 1.23800], [-0.22950, -0.38548, -0.87873], [-1.09305, -0.03192, -1.44801], [-1.61803, -2.54774, 1.39733], [-1.12837, -2.97741, -0.57141], [-1.42315, 0.00015, 0.84131], [-0.75383, -0.79194, 0.49207], [0.75849, 0.78153, -0.87832], [0.29301, -1.24428, -1.26804], [-1.59249, -2.11912, 0.36417], [0.51318, 1.33337, 1.09210], [-2.64571, -1.80207, 0.11303]]
}



No. 2
{
  "formula": "C5H10NO",
  "method": "the ωB97M-V functional and the def2-TZVPD basis",
  "gap_ev": 6.869,
  "e_above_lowest_ev": 1.632,
  "charge": -1,
  "fmax_ev_per_a": 1.66,
  "homo_energy_ev": -2.55,
  "total_energy_ha": -326.42534,
  "mol_weight_g_mol": 100.14,
  "elements": ["N", "C", "C", "O", "H", "H", "C", "H", "H", "C", "H", "H", "H", "H", "H", "H", "C"],
  "xyz": [[-2.52679, -0.70977, -0.04388], [-1.76907, -0.75253, -1.05949], [-0.96256, -1.10337, 1.75432], [1.16126, -0.02716, -0.65163], [3.65462, 2.14100, -0.39563], [-2.03819, -1.33784, -1.95038], [2.87166, 1.53563, 0.07594], [2.25888, 2.20718, 0.68229], [-0.76738, -0.28930, -1.11028], [-1.95823, -0.41085, 1.19541], [-0.69190, -2.07943, 1.37283], [-2.34327, 0.50000, 1.64769], [3.33376, 0.74002, 0.65067], [-0.35446, -0.63147, 2.51210], [1.55663, 1.76564, -1.65008], [2.78918, 0.51967, -1.80469], [2.01765, 0.92255, -1.07875]]
}



No. 3
{
  "formula": "C5H10NO",
  "method": "the ωB97M-V functional and the def2-TZVPD basis",
  "gap_ev": 6.487,
  "e_above_lowest_ev": 1.198,
  "charge": -1,
  "smiles": "C=CCCNC[O-]",
  "fmax_ev_per_a": 2.13,
  "homo_energy_ev": -2.74,
  "total_energy_ha": -326.44126,
  "mol_weight_g_mol": 100.14,
  "elements": ["C", "H", "H", "H", "H", "H", "H", "H", "C", "C", "O", "H", "N", "C", "H", "H", "C"],
  "xyz": [[2.76216, -0.03461, -0.73016], [2.41032, 0.59092, -1.55112], [-1.98010, 0.28846, 1.36639], [0.05908, -1.33741, 0.69930], [2.42038, -1.15521, 0.92870], [-1.70193, -0.14382, -1.27902], [0.24565, 1.62152, 0.20277], [0.17913, -0.74410, -0.98045], [-2.48467, -0.07901, -0.47454], [-0.23968, 0.74329, 0.64864], [-2.95676, -1.12953, 0.13748], [0.04326, 0.82257, 1.71156], [-1.71131, 0.89146, 0.59309], [1.92262, -0.61219, 0.13738], [3.79770, 0.15375, -0.50317], [-3.16988, 0.63929, -0.96478], [0.40403, -0.51538, 0.05792]]
}



No. 4
{
  "formula": "C5H10NO",
  "method": "the ωB97M-V functional and the def2-TZVPD basis",
  "gap_ev": [4.898, 4.588],
  "multiplicity": 2,
  "e_above_lowest_ev": 3.568,
  "charge": -2,
  "fmax_ev_per_a": 1.04,
  "homo_energy_ev": [1.80, 2.09],
  "total_energy_ha": -326.19513,
  "mol_weight_g_mol": 100.14,
  "elements": ["C", "H", "C", "H", "H", "H", "N", "C", "C", "H", "H", "H", "H", "H", "C", "H", "O"],
  "xyz": [[0.29210, 0.42984, -0.26577], [0.40689, -1.75148, -0.30317], [-2.00853, 1.54008, -0.00709], [-1.61479, -0.42574, -0.52481], [1.33897, 1.83509, 1.18689], [-1.69942, 2.53493, -0.33096], [-3.41443, 1.25277, -0.16775], [1.06121, -0.87601, -0.42642], [-1.07559, 0.51123, -0.27655], [-3.91605, 1.73101, -0.90469], [-3.96329, 1.15519, 0.66410], [1.81447, -1.19005, 1.63316], [2.77811, -0.12637, 0.59321], [1.53928, -0.94797, -1.40695], [2.22326, -1.10629, 0.59875], [0.91526, 1.18894, 0.40457], [3.01146, -2.18300, 0.28601]]
}



No. 5
{
  "formula": "C5H10NO",
  "method": "the ωB97M-V functional and the def2-TZVPD basis",
  "gap_ev": 11.352,
  "e_above_lowest_ev": 3.341,
  "charge": 1,
  "smiles": "CC1(C)[NH2+][C@@H]1C=O",
  "fmax_ev_per_a": 3.85,
  "homo_energy_ev": -14.99,
  "total_energy_ha": -326.15904,
  "mol_weight_g_mol": 100.14,
  "elements": ["C", "O", "N", "H", "H", "H", "H", "H", "C", "H", "H", "C", "H", "H", "H", "C", "C"],
  "xyz": [[-0.34061, 1.71236, 1.96138], [-1.16512, 2.44136, 1.59516], [-1.39857, 0.08268, 0.27682], [-0.07557, 1.33960, -1.43080], [-2.04952, -0.74257, 0.19566], [1.64194, 0.84249, -1.43579], [0.96031, 1.87072, 0.07771], [-1.76412, 1.03316, 0.09786], [0.41078, -1.44091, -0.75627], [-0.33792, -0.72692, 2.25461], [1.35507, -1.98658, -0.42662], [0.75775, 1.00166, -0.76860], [-0.39436, -2.25573, -0.67817], [0.60762, -1.16288, -1.84185], [0.40959, 2.07540, 2.70183], [0.10877, -0.14928, 0.03456], [-0.35442, 0.03591, 1.46253]]
}



No. 6
{
  "formula": "C5H10NO",
  "method": "the ωB97M-V functional and the def2-TZVPD basis",
  "gap_ev": [6.925, 7.925],
  "e_above_lowest_ev": 6.064,
  "charge": 1,
  "fmax_ev_per_a": 2.70,
  "homo_energy_ev": [-12.62, -12.93],
  "total_energy_ha": -326.05896,
  "mol_weight_g_mol": 100.14,
  "elements": ["H", "H", "N", "H", "H", "H", "O", "H", "H", "C", "H", "C", "H", "C", "H", "C", "C"],
  "xyz": [[-0.59057, 0.07470, 0.93943], [-0.17183, -3.09508, -0.53509], [-2.22191, 0.53346, -0.05701], [0.06473, -1.35501, -1.15927], [1.16122, -2.05310, 0.04080], [-4.19985, -0.25433, -0.08992], [-0.22621, 1.52288, -0.58871], [1.73421, 0.91895, 1.49676], [2.90992, 1.15018, 0.35951], [0.10646, -2.05626, -0.29271], [1.42141, 2.56745, -0.81720], [-3.38559, 0.40461, 0.03276], [-0.39061, -1.53544, 0.45662], [1.86501, 0.83923, 0.44603], [1.81520, -0.11684, -0.01040], [1.05552, 1.69453, -0.40646], [-0.94712, 0.76007, 0.18484]]
}



No. 7
{
  "formula": "C5H10NO",
  "method": "the ωB97M-V functional and the def2-TZVPD basis",
  "gap_ev": 9.880,
  "e_above_lowest_ev": 6.095,
  "charge": 1,
  "fmax_ev_per_a": 5.33,
  "homo_energy_ev": -15.79,
  "total_energy_ha": -326.05783,
  "mol_weight_g_mol": 100.14,
  "elements": ["H", "H", "H", "H", "H", "H", "O", "C", "N", "C", "H", "C", "H", "H", "H", "C", "C"],
  "xyz": [[0.96277, 0.66042, 2.01131], [1.23305, -1.79741, 1.23500], [0.86147, -2.37733, -0.42339], [0.71777, 2.71075, -0.78379], [-1.56902, -1.30424, -1.06928], [-0.70362, 1.12557, 1.52594], [1.83125, -0.38800, -0.34951], [0.09078, 0.56011, 1.22660], [0.46261, 0.63903, -0.12424], [0.37228, 1.66982, -1.11958], [-0.65550, 1.82740, -1.39698], [1.03956, -1.44331, 0.16473], [-1.88350, -1.80352, 0.56007], [-2.18130, -0.13607, 0.10435], [1.18979, 1.57727, -1.83207], [-1.59284, -0.96714, -0.06620], [-0.17555, -0.55334, 0.33706]]
}



No. 8
{
  "formula": "C5H10NO",
  "method": "the ωB97M-V functional and the def2-TZVPD basis",
  "gap_ev": 8.859,
  "e_above_lowest_ev": 3.231,
  "charge": 1,
  "smiles": "C=[NH+]CCCC=O",
  "fmax_ev_per_a": 7.27,
  "homo_energy_ev": -14.02,
  "total_energy_ha": -326.16306,
  "mol_weight_g_mol": 100.14,
  "elements": ["H", "H", "H", "H", "H", "C", "C", "H", "C", "H", "H", "O", "H", "C", "N", "C", "H"],
  "xyz": [[0.89612, -1.18000, -3.41179], [0.99890, -0.42755, -1.15983], [-1.99177, -0.86179, 1.11920], [-1.59400, 0.68763, -0.91264], [-1.28224, 1.44718, 1.71632], [-1.16159, -0.29031, -0.71584], [-0.52861, 0.63107, 1.75608], [1.31537, 0.77543, 2.85492], [0.98420, 0.82821, 1.82002], [-0.72157, 0.16907, 2.79247], [-1.83035, -1.03132, -1.20561], [1.87144, 0.84568, 0.83063], [-0.78176, -0.83881, -3.50674], [-1.04314, -0.45227, 0.79777], [0.06140, -0.43262, -1.59980], [0.05581, -0.90611, -2.76799], [-0.25010, -1.34054, 0.92696]]
}



No. 9
{
  "formula": "C5H10NO",
  "method": "the ωB97M-V functional and the def2-TZVPD basis",
  "gap_ev": [8.203, 9.402],
  "e_above_lowest_ev": 6.772,
  "charge": 1,
  "fmax_ev_per_a": 3.27,
  "homo_energy_ev": [-12.75, -14.12],
  "total_energy_ha": -326.03294,
  "mol_weight_g_mol": 100.14,
  "elements": ["H", "C", "H", "O", "H", "C", "C", "H", "N", "H", "H", "C", "H", "H", "H", "H", "C"],
  "xyz": [[3.18729, 0.09670, 0.55062], [0.03456, -0.72662, 1.07293], [2.50590, 0.17603, -1.17092], [-0.10140, 2.19058, -0.16325], [-0.17207, -1.59065, 1.68282], [2.35757, -0.23146, -0.16951], [-0.08170, 0.87122, -0.09935], [-2.46549, 0.06340, -0.95922], [-1.09535, 0.20242, 0.70979], [0.24332, -0.12614, -2.17526], [-3.00650, -0.81724, 0.55693], [-2.17275, -0.48928, -0.09050], [-1.62010, -1.44557, -0.46583], [2.42707, -1.39930, -0.28647], [-1.45386, 0.69868, 1.52425], [0.45238, 2.64859, -0.78385], [0.96115, -0.12134, 0.26683]]
}



No. 10
{
  "formula": "C5H10NO",
  "method": "the ωB97M-V functional and the def2-TZVPD basis",
  "gap_ev": 10.419,
  "e_above_lowest_ev": 3.352,
  "charge": 1,
  "smiles": "C/C=C/[C@]1([NH3+])CO1",
  "fmax_ev_per_a": 4.29,
  "homo_energy_ev": -13.95,
  "total_energy_ha": -326.15862,
  "mol_weight_g_mol": 100.14,
  "elements": ["H", "H", "H", "H", "H", "H", "N", "H", "C", "O", "C", "H", "H", "H", "C", "C", "C"],
  "xyz": [[2.02280, -0.91950, -2.77310], [2.50644, -1.60272, -1.33759], [2.81405, 0.24925, -1.57993], [-2.50951, 0.56608, -0.15276], [-1.57448, 0.23265, 2.85442], [1.07692, 1.29861, 0.03670], [-1.80022, 1.21026, 0.20858], [0.34378, -1.61911, -1.21547], [0.86075, -0.60937, -0.97765], [-1.33987, -1.06234, 0.96456], [0.56293, 0.25701, -0.05705], [0.01372, -0.78026, 2.43177], [-1.27951, 1.75384, -0.48892], [-2.13747, 1.83210, 0.95436], [-0.76541, 0.13902, 0.74719], [2.12600, -0.60912, -1.72369], [-0.92093, -0.33640, 2.10860]]
}



No. 11
{
  "formula": "C5H10NO",
  "method": "the ωB97M-V functional and the def2-TZVPD basis",
  "gap_ev": 9.194,
  "e_above_lowest_ev": 2.464,
  "charge": 1,
  "smiles": "[NH3+]/C=C\\CCC=O",
  "fmax_ev_per_a": 1.48,
  "homo_energy_ev": -13.33,
  "total_energy_ha": -326.19127,
  "mol_weight_g_mol": 100.14,
  "elements": ["H", "H", "H", "C", "H", "H", "N", "C", "H", "O", "C", "H", "H", "C", "H", "H", "C"],
  "xyz": [[1.81476, 1.42367, 1.43492], [-2.27706, -2.98078, 0.00431], [-0.51545, 0.63388, 1.19837], [0.30437, 0.02949, 0.79044], [0.59306, -0.64525, 1.59331], [1.68359, 3.05269, -0.47887], [-1.64419, -2.32544, 0.46591], [-0.55287, -1.96562, -0.48260], [-1.40582, -2.73477, 1.37655], [-0.08438, 2.21882, -0.87359], [1.42290, 1.02668, 0.49139], [0.08665, -0.14598, -1.36385], [2.27325, 0.51487, 0.03048], [-0.03138, -0.73844, -0.46038], [-2.18959, -1.48782, 0.68030], [-0.50384, -2.60974, -1.34731], [0.98946, 2.21601, -0.31888]]
}



No. 12
{
  "formula": "C5H10NO",
  "method": "the ωB97M-V functional and the def2-TZVPD basis",
  "gap_ev": 7.679,
  "e_above_lowest_ev": 4.499,
  "charge": 1,
  "smiles": "[NH3+]/C=C\\CCC=O",
  "fmax_ev_per_a": 2.93,
  "homo_energy_ev": -13.00,
  "total_energy_ha": -326.11648,
  "mol_weight_g_mol": 100.14,
  "elements": ["H", "C", "H", "C", "C", "H", "C", "H", "O", "C", "H", "N", "H", "H", "H", "H", "H"],
  "xyz": [[0.18203, -1.63979, 0.52961], [0.82431, 0.02407, 1.63486], [-1.63952, 0.14877, -1.11613], [1.19479, -0.46210, -0.94529], [1.01788, -0.93328, 0.43970], [1.54158, 0.82726, 1.84596], [-0.57145, 0.60722, 1.74451], [-0.57797, 1.38158, 2.54878], [-1.45167, 0.57736, 0.92141], [0.23913, -0.48763, -1.96893], [0.79254, -0.64163, 2.48130], [-0.92763, 0.51614, -1.76217], [1.91832, -1.53409, 0.67098], [1.99557, 0.22223, -1.19562], [-0.48503, 1.38474, -1.48334], [-1.33937, 0.67177, -2.67530], [0.39244, -0.86259, -2.98376]]
}



No. 13
{
  "formula": "C5H10NO2",
  "method": "the ωB97M-V functional and the def2-TZVPD basis",
  "gap_ev": 7.046,
  "e_above_lowest_ev": 1.926,
  "charge": -1,
  "smiles": "C/C([O-])=N/[C@@H](C)CO",
  "fmax_ev_per_a": 2.44,
  "homo_energy_ev": -3.22,
  "total_energy_ha": -401.75603,
  "mol_weight_g_mol": 116.14,
  "elements": ["C", "C", "H", "H", "H", "N", "O", "O", "C", "H", "H", "H", "H", "C", "H", "C", "H", "H"],
  "xyz": [[1.02280, -0.48137, -1.52196], [-1.10985, -0.16945, 1.26398], [-3.12033, 0.04330, 0.54012], [2.64498, 0.68453, 0.04977], [0.38416, 1.48492, -0.94978], [-0.76810, 0.05799, -0.00635], [1.53656, 0.07994, -2.72815], [-0.42995, -0.25402, 2.30761], [0.54641, 0.50731, -0.47711], [0.20935, -1.20324, -1.76008], [1.54832, 1.69089, 1.01610], [1.69773, -1.28304, -1.19060], [0.90453, 0.74944, -3.02167], [1.68955, 0.70181, 0.58963], [-2.67982, -1.61548, 1.06000], [-2.60825, -0.55270, 1.29739], [1.70648, -0.08794, 1.31994], [-3.17457, -0.35288, 2.21117]]
}



No. 14
{
  "formula": "C5H10NO2",
  "method": "the ωB97M-V functional and the def2-TZVPD basis",
  "gap_ev": 7.509,
  "e_above_lowest_ev": 1.351,
  "charge": -1,
  "smiles": "CC(C)CNC(=O)[O-]",
  "fmax_ev_per_a": 7.02,
  "homo_energy_ev": -3.84,
  "total_energy_ha": -401.77716,
  "mol_weight_g_mol": 116.14,
  "elements": ["C", "H", "H", "H", "H", "C", "H", "H", "C", "H", "O", "H", "C", "H", "H", "C", "O", "N"],
  "xyz": [[1.75193, -0.19210, -0.67319], [-0.14870, -1.28689, 0.95647], [-2.45263, -0.89356, 1.72437], [-2.12758, -1.98592, 0.23885], [-3.48290, -0.67557, 0.07211], [-0.12644, -0.22378, 0.99109], [-1.16245, -0.14136, -0.84740], [1.42489, 1.17399, 0.83361], [-1.38999, 0.08120, 0.16322], [-1.98349, 1.70946, 1.47688], [1.29076, -1.16787, -1.27515], [-0.26296, -0.18213, 2.10449], [-1.93196, 1.48255, 0.35545], [-2.88442, 1.54316, -0.11983], [-1.38256, 2.23254, -0.31294], [-2.53294, -0.97765, 0.51981], [2.71555, 0.52272, -0.89783], [1.11268, 0.37802, 0.44556]]
}